Arrangement P

C37H40BeO2P2 | the ωB97M-V functional and the def2-TZVPD basis

Geometry as ORCA input:
```
! wB97M-V def2-TZVPD RIJCOSX def2/J DEFGRID3
* xyz 0 1
P 2.10 -0.33 -0.77
P -0.82 1.82 -1.49
O -2.27 -3.42 -3.12
O -0.91 -1.59 -3.24
C -0.71 5.87 -1.38
C 0.36 -2.64 -7.55
C 4.68 0.46 -1.51
C 1.64 0.61 -2.28
C 1.79 -0.44 -6.52
C -0.71 -0.25 -5.86
C -3.10 0.10 -1.57
C -2.73 1.51 -3.49
C 2.11 -3.91 -3.09
C -1.36 -1.45 -6.10
C -0.31 4.52 -1.32
C 3.77 -2.63 -1.20
C -2.07 6.19 -1.50
C -1.51 -2.59 -2.59
C 6.58 0.66 -0.03
C -0.73 1.28 0.20
C 5.77 0.29 1.05
C -3.05 5.20 -1.42
C 3.13 -4.63 -2.46
C 1.89 -2.59 -2.68
C 3.84 0.22 -0.41
C 6.04 0.73 -1.31
C 4.40 0.10 0.89
C 0.42 0.29 -6.72
C 0.97 -2.74 -6.13
C 0.68 1.59 -2.45
C -2.68 3.87 -1.34
C -2.31 1.06 -2.23
C -1.27 -2.77 -1.09
C -3.77 0.86 -4.15
C -4.12 -0.56 -2.26
C 3.98 -3.96 -1.57
C 1.61 -1.60 -5.61
C -1.32 3.54 -1.40
C -1.11 -2.18 -7.40
C -4.41 -0.24 -3.58
C 2.61 -1.97 -1.64
Be -0.06 -1.79 -5.04
H -2.95 -0.12 -0.50
H 4.86 -4.42 -1.10
H 6.64 1.01 -2.18
H 7.63 0.90 0.11
H -1.22 0.50 -5.27
H 0.06 6.65 -1.31
H 0.56 1.37 -6.52
H -3.42 3.08 -1.24
H 1.18 -1.96 -3.24
H -4.05 1.20 -5.14
H 4.49 -2.08 -0.57
H 2.39 -1.68 -4.88
H -1.77 -3.05 -7.57
H 3.28 -5.69 -2.68
H -5.11 -0.84 -4.17
H -1.68 0.89 0.56
H 4.27 0.42 -2.52
H 0.07 0.54 0.32
H -1.40 -1.49 -8.20
H 0.75 4.24 -1.20
H 1.16 -3.73 -5.72
H 0.21 0.27 -7.81
H 6.21 0.19 2.04
H -1.96 -3.52 -0.66
H 0.82 2.32 -3.27
H -2.19 -1.78 -5.48
H 2.51 0.29 -6.14
H 3.75 -0.14 1.74
H -4.11 5.44 -1.40
H 1.51 -4.41 -3.89
H -2.23 2.36 -3.94
H 2.34 0.41 -3.11
H -2.35 7.23 -1.60
H -4.68 -1.36 -1.77
H -0.52 2.19 0.78
H -1.42 -1.84 -0.52
H 0.45 -3.58 -8.13
H 0.88 -1.86 -8.12
H 2.17 -0.79 -7.49
H -0.24 -3.14 -0.93
*
```

E_HOMO (eV): -4.9
Kohn-Sham gap (eV): 4.11

Atom charges from the Löwdin analysis, given in e for atoms 1 to 6:
1 P 1.0770
2 P 1.0219
3 O -0.0081
4 O -0.1070
5 C -0.0675
6 C -0.1593

---

Arrangement Q

C37H40BeO2P2 | the ωB97M-V functional and the def2-TZVPD basis

Geometry as ORCA input:
```
! wB97M-V def2-TZVPD RIJCOSX def2/J DEFGRID3
* xyz 0 1
P 2.26 -0.37 1.00
P -1.52 -0.87 0.75
O -1.16 3.58 2.07
O -0.45 1.82 0.89
C -1.97 1.02 -2.75
C -3.43 2.82 0.09
C 3.42 1.61 -0.47
C 0.19 -0.80 -3.88
C -0.97 2.39 2.02
C 0.65 1.21 -2.36
C 2.71 1.36 0.71
C -0.15 -1.47 -0.21
C -1.21 -1.32 -3.39
C 6.18 -1.39 1.59
C -4.78 2.45 0.06
C 3.32 3.98 -0.01
C -2.79 -2.63 2.40
C 1.38 -0.34 2.54
C -2.44 1.85 -0.22
C 6.08 -2.77 1.69
C -1.27 1.59 3.30
C 0.94 -0.09 -2.80
C 3.80 -1.26 1.19
C 3.70 -2.65 1.38
C 4.84 -3.40 1.61
C 2.68 3.73 1.21
C 2.36 2.43 1.56
C 3.73 2.92 -0.84
C -3.51 -3.77 2.77
C -3.84 -4.73 1.82
C 5.04 -0.62 1.37
C -2.72 0.51 0.14
C -5.07 1.09 0.05
C -1.91 -0.33 -2.53
C 0.15 2.19 -3.45
C -2.44 -2.40 1.05
C -2.73 -3.41 0.10
C -4.07 0.14 0.19
C -1.26 1.78 -3.86
C 1.21 -1.16 -0.19
C -3.45 -4.55 0.50
Be -0.46 1.72 -0.76
H 1.73 0.50 3.12
H -2.63 -0.80 -1.86
H -0.35 1.15 3.76
H -2.07 0.81 3.18
H 0.76 -1.72 -4.12
H 4.74 -4.48 1.73
H 3.69 0.77 -1.12
H 1.57 -1.29 3.03
H -0.49 -2.27 -0.89
H 1.83 -0.63 -2.47
H 7.14 -0.88 1.71
H -2.38 -3.29 -0.93
H 0.76 2.22 -4.39
H 2.40 4.54 1.88
H -4.32 -0.89 0.35
H -1.73 2.27 -1.06
H -2.47 -1.90 3.15
H -4.42 -5.60 2.10
H 0.30 -0.24 2.33
H -3.71 -5.29 -0.26
H -1.26 1.19 -4.79
H 0.18 3.22 -3.05
H 6.97 -3.36 1.89
H 5.10 0.47 1.33
H -3.14 3.87 0.25
H 1.85 2.24 2.52
H -6.11 0.76 0.02
H -2.88 1.54 -2.44
H -1.82 -1.55 -4.29
H 0.06 -0.24 -4.82
H 1.35 1.68 -1.62
H 1.82 -1.69 -0.92
H 2.70 -3.11 1.33
H -1.85 2.71 -4.01
H -5.57 3.22 0.01
H -3.81 -3.89 3.81
H 3.54 4.99 -0.30
H -1.10 -2.27 -2.84
H -1.65 2.31 4.07
H 4.27 3.09 -1.78
*
```

E_HOMO (alpha / beta) (eV): -5.0 / -5.3
Kohn-Sham gap (alpha / beta) (eV): 5.35 / 5.69

Atom charges from the Löwdin analysis, given in e for atoms 1 to 6:
1 P 0.9495
2 P 1.0386
3 O 0.0621
4 O -0.1651
5 C -0.1555
6 C -0.0492

---

Pick arrangement P: it beats the second-best structure by 86.4 kcal/mol.

---

Arrangement P

C3H14NO2 | the ωB97M-V functional and the def2-TZVPD basis

Geometry as ORCA input:
```
! wB97M-V def2-TZVPD RIJCOSX def2/J DEFGRID3
* xyz 1 1
O -0.03 -3.86 0.88
O -0.14 -2.15 -1.65
N -0.56 0.45 -0.80
C -0.35 1.59 0.17
C 0.66 2.55 -0.45
C 0.16 1.07 1.51
H 0.87 3.39 0.21
H -0.30 0.14 1.85
H -0.04 1.78 2.31
H 0.63 -3.97 1.56
H 0.73 -2.38 -1.28
H 0.17 3.00 -1.33
H -0.63 0.82 -1.75
H 0.03 -0.39 -0.88
H -0.39 -3.06 -1.79
H -1.31 2.10 0.15
H -0.83 -4.13 1.29
H 1.23 0.90 1.39
H -1.49 0.06 -0.63
H 1.59 2.09 -0.76
*
```

E_HOMO (eV): -14.9
Kohn-Sham gap (eV): 11.83

Atom charges from the Löwdin analysis, given in e for atoms 1 to 6:
1 O -0.0372
2 O -0.0594
3 N 0.1974
4 C -0.3756
5 C -0.0507
6 C -0.0361

---

Arrangement Q

C3H14NO2 | the ωB97M-V functional and the def2-TZVPD basis

Geometry as ORCA input:
```
! wB97M-V def2-TZVPD RIJCOSX def2/J DEFGRID3
* xyz 1 1
O -2.87 1.11 -0.61
O -1.51 -1.10 0.91
N 0.94 -1.39 -0.05
C 1.85 0.62 1.11
C 1.63 -0.07 -0.24
C 0.79 0.86 -1.10
H -0.29 0.80 -0.84
H 1.57 -1.93 0.54
H 2.59 -0.33 -0.67
H 2.35 -0.07 1.77
H 1.12 1.91 -1.01
H 2.66 1.35 1.02
H -2.70 2.02 -0.88
H 0.98 1.04 1.57
H 0.81 0.45 -2.15
H 0.01 -1.38 0.48
H -3.28 0.66 -1.36
H -1.87 -0.47 0.27
H 0.79 -1.81 -0.98
H -2.02 -0.96 1.75
*
```

E_HOMO (eV): -15.6
Kohn-Sham gap (eV): 12.54

Atom charges from the Löwdin analysis, given in e for atoms 1 to 6:
1 O -0.0441
2 O -0.0482
3 N 0.1885
4 C -0.0458
5 C -0.3963
6 C -0.0493

---

Arrangement R

C3H14NO2 | the ωB97M-V functional and the def2-TZVPD basis

Geometry as ORCA input:
```
! wB97M-V def2-TZVPD RIJCOSX def2/J DEFGRID3
* xyz 1 1
O -0.25 2.61 0.77
O -1.07 0.69 -2.20
N -0.20 -0.25 0.31
C 2.10 -1.03 0.07
C 0.65 -1.48 0.32
C -1.61 -0.48 0.63
H -1.66 -0.69 1.69
H 2.50 -0.62 0.99
H -1.06 0.01 -2.89
H 0.20 -2.19 -0.35
H 0.26 3.22 0.22
H 2.74 -1.85 -0.21
H 0.11 0.36 1.06
H 2.11 -0.24 -0.68
H -0.33 3.04 1.63
H -2.21 0.41 0.48
H -1.94 -1.41 0.16
H 0.60 -1.79 1.35
H -0.81 1.45 -2.75
H -0.12 0.25 -0.58
*
```

E_HOMO (eV): -15.7
Kohn-Sham gap (eV): 12.79

Atom charges from the Löwdin analysis, given in e for atoms 1 to 6:
1 O -0.0386
2 O -0.0361
3 N -0.0577
4 C -0.0445
5 C -0.1623
6 C -0.0164

---

Pick arrangement Q: it beats the second-best structure by 3.1 kcal/mol.

---

Arrangement P

H23O12 | the ωB97M-V functional and the def2-TZVPD basis

Geometry as ORCA input:
```
! wB97M-V def2-TZVPD RIJCOSX def2/J DEFGRID3
* xyz -1 1
O -3.25 1.70 -0.21
O -1.60 0.85 3.58
O 1.80 -0.27 -1.16
O -0.99 2.14 -1.64
O -0.63 -0.51 -3.18
O 1.50 0.07 -4.77
O -1.27 -1.51 2.03
O 0.15 -3.07 -0.44
O 4.22 0.94 -0.31
O 1.39 -1.28 2.09
O 2.16 1.51 2.57
O -3.29 -0.55 1.04
H -2.32 -1.14 1.52
H -1.20 1.03 2.70
H -3.77 -0.25 1.82
H 3.71 1.25 0.45
H 0.43 -1.21 2.31
H 3.51 0.42 -0.72
H 0.09 0.09 -2.93
H 1.45 0.71 -4.05
H -3.21 0.74 0.08
H -0.48 1.92 -0.86
H -1.34 -2.39 2.42
H 2.43 -0.74 -1.69
H -1.91 2.11 -1.28
H 0.98 -0.65 -4.37
H 1.26 1.33 2.87
H -0.78 -2.98 -0.19
H 2.67 1.69 3.37
H 0.99 -0.79 -1.08
H -4.02 2.25 -0.11
H -1.70 -0.07 3.24
H 1.87 -1.13 2.90
H 0.61 -2.54 0.22
H -1.19 0.22 -3.50
*
```

E_HOMO (eV): -6.5
Kohn-Sham gap (eV): 9.36

Atom charges from the Löwdin analysis, given in e for atoms 1 to 6:
1 O -0.1069
2 O -0.1135
3 O -0.0415
4 O -0.0905
5 O -0.0689
6 O -0.0763

---

Arrangement Q

H23O12 | the ωB97M-V functional and the def2-TZVPD basis

Geometry as ORCA input:
```
! wB97M-V def2-TZVPD RIJCOSX def2/J DEFGRID3
* xyz -1 1
O 1.52 1.56 -0.97
O 1.89 0.44 1.52
O -0.07 3.74 0.98
O 1.18 -1.08 -0.89
O -3.58 -2.19 1.86
O -3.05 3.01 0.25
O -0.04 3.43 -2.17
O 2.41 -3.33 -0.22
O 0.13 -0.62 3.75
O -0.11 -3.97 0.31
O -0.87 -0.54 0.61
O 0.41 -0.30 -3.51
H 0.37 -1.39 -1.32
H -1.11 0.17 0.00
H 0.74 4.17 0.69
H 0.52 2.76 -1.74
H 1.58 -3.81 -0.10
H 2.25 -2.37 -0.44
H -0.97 -4.20 -0.06
H 0.17 3.03 1.59
H 0.95 -1.00 -3.90
H 0.62 -0.30 -2.55
H -0.04 -0.90 0.13
H -2.95 2.05 0.25
H 1.99 1.11 -1.69
H 1.96 1.30 1.09
H -0.28 -1.43 3.41
H -2.93 -1.76 2.43
H 0.09 -3.08 -0.05
H -2.33 3.28 -0.36
H 0.55 -0.33 2.93
H -0.10 3.72 -3.08
H 1.26 0.64 -0.65
H 1.34 -0.07 0.88
H -3.53 -1.69 1.03
*
```

E_HOMO (eV): -7.1
Kohn-Sham gap (eV): 9.81

Atom charges from the Löwdin analysis, given in e for atoms 1 to 6:
1 O -0.1079
2 O -0.0663
3 O -0.0529
4 O -0.3720
5 O -0.0730
6 O -0.0767

---

Arrangement R

H23O12 | the ωB97M-V functional and the def2-TZVPD basis

Geometry as ORCA input:
```
! wB97M-V def2-TZVPD RIJCOSX def2/J DEFGRID3
* xyz -1 1
O 0.25 3.06 3.69
O -1.20 -0.97 1.66
O -0.88 -1.86 -0.84
O -2.15 0.40 -0.25
O 4.29 -0.44 0.97
O -0.23 1.95 -0.65
O 1.47 -1.49 -2.22
O -1.98 -2.39 -3.61
O -2.71 -3.66 1.03
O -0.52 3.82 -2.74
O 1.12 0.15 2.29
O 2.24 1.59 -0.19
H 0.37 3.25 2.66
H 0.24 -0.35 2.04
H -2.31 -4.52 1.14
H 0.22 3.34 -2.20
H -2.05 -2.91 1.42
H 2.34 -0.96 -1.73
H 1.76 -0.34 1.76
H 2.02 2.49 -0.78
H 2.71 1.99 0.54
H 0.40 1.39 -0.28
H -1.25 3.25 -2.37
H -2.52 1.26 -0.04
H 4.00 -0.21 0.10
H -1.94 -0.71 2.21
H 3.78 -1.06 1.48
H 0.70 -1.33 -1.75
H -2.48 -2.08 -2.79
H -1.71 -1.28 -1.02
H -0.77 -1.64 0.14
H -0.89 1.28 -0.92
H 0.70 2.27 3.87
H -1.46 -3.12 -3.31
H -1.54 -0.16 0.71
*
```

E_HOMO (eV): -6.9
Kohn-Sham gap (eV): 9.41

Atom charges from the Löwdin analysis, given in e for atoms 1 to 6:
1 O -0.1044
2 O -0.2868
3 O -0.1462
4 O -0.2863
5 O -0.0390
6 O -0.0918

---

Pick arrangement P: it beats the second-best structure by 7.8 kcal/mol.

---

Arrangement P

C22H30N4O4 | the ωB97M-V functional and the def2-TZVPD basis

Geometry as ORCA input:
```
! wB97M-V def2-TZVPD RIJCOSX def2/J DEFGRID3
* xyz 0 1
O -3.57 -2.66 -1.11
O 6.01 1.02 0.64
O 2.39 0.60 0.14
O 2.53 -1.43 1.13
N 0.21 -2.48 2.11
N -1.55 -0.87 1.96
N -2.77 1.11 1.42
N -0.26 2.00 0.36
C -0.13 -0.25 -2.74
C -3.62 4.42 0.18
C -0.18 -1.77 -2.63
C 6.61 -0.26 0.63
C -3.76 -1.98 0.12
C -3.74 3.19 0.76
C -0.41 0.82 0.92
C -2.62 2.33 0.84
C -2.63 -2.08 -1.99
C -1.17 -2.28 -1.58
C 3.76 0.52 -0.25
C -3.06 -2.69 1.30
C 0.49 -0.26 1.15
C -1.37 2.77 0.32
C -0.26 -1.27 1.78
C 3.94 1.38 -1.49
C -2.65 -1.70 2.39
C 1.88 -0.43 0.82
C -1.28 4.04 -0.27
C -1.68 0.40 1.44
C -2.39 4.85 -0.34
C 4.63 1.02 0.92
H -0.44 -2.20 -3.60
H -3.72 -3.44 1.72
H -2.32 5.83 -0.79
H -0.98 -1.75 -0.64
H -3.40 -0.95 0.04
H -0.33 4.35 -0.66
H 3.53 2.37 -1.30
H 3.42 0.95 -2.34
H 4.42 0.41 1.81
H 5.00 1.47 -1.72
H -4.68 2.84 1.17
H 6.36 -0.81 1.55
H -1.01 -3.34 -1.41
H 0.15 0.19 -1.79
H -1.10 0.15 -3.04
H -4.47 5.07 0.12
H -2.36 -2.23 3.30
H 0.81 -2.14 -2.36
H -2.85 -1.01 -2.11
H -2.17 -3.20 0.92
H 4.00 -0.53 -0.46
H -4.84 -1.95 0.30
H 4.37 2.06 1.13
H -3.48 -1.03 2.62
H 0.60 0.04 -3.49
H -0.30 -3.10 2.71
H 7.68 -0.09 0.59
H 6.30 -0.85 -0.23
H -2.81 -2.58 -2.95
H 1.22 -2.58 1.98
*
```

E_HOMO (eV): -8.0
Kohn-Sham gap (eV): 8.03
SMILES string: CCCCOCCCn1c(N)c(C(=O)O[C@@H](C)COC)c2nc3ccccc3nc21

Atom charges from the Löwdin analysis, given in e for atoms 1 to 6:
1 O -0.1413
2 O -0.1795
3 O 0.0411
4 O 0.0647
5 N 0.2180
6 N 0.0314

---

Arrangement Q

C22H30N4O4 | the ωB97M-V functional and the def2-TZVPD basis

Geometry as ORCA input:
```
! wB97M-V def2-TZVPD RIJCOSX def2/J DEFGRID3
* xyz 0 1
O 5.76 0.39 -2.92
O 3.52 0.60 0.74
O 0.86 2.55 -1.69
O -6.76 -1.67 0.60
N -4.51 -1.03 2.19
N -2.47 -1.90 1.65
N 2.96 -1.60 0.55
N 4.44 1.74 -1.68
C 5.39 0.79 -1.84
C 0.94 -2.85 0.90
C -0.50 -0.50 1.36
C -1.15 -1.76 1.40
C -3.20 -0.82 1.85
C 5.20 -0.93 -0.03
C -0.39 -2.93 1.17
C -6.26 -0.36 0.64
C 0.88 -0.45 1.11
C 3.67 2.24 -2.79
C -2.64 0.48 1.81
C -5.56 -0.07 1.98
C 2.48 1.35 -3.14
C -1.30 0.65 1.56
C -0.03 3.05 -2.64
C 3.81 -0.54 0.46
C -5.74 -2.62 0.81
C 1.44 1.30 -2.02
C 1.59 -1.60 0.86
C -0.70 2.02 1.50
C -5.03 -2.38 2.15
C 5.99 0.28 -0.53
H 1.91 0.96 -1.10
H 5.97 1.07 0.23
H 3.32 3.25 -2.53
H 0.08 2.12 2.26
H -5.19 0.95 1.99
H -1.46 2.78 1.68
H 5.74 -1.40 0.80
H 1.38 0.51 1.11
H 2.84 0.33 -3.32
H 0.47 3.34 -3.57
H 0.64 0.58 -2.29
H -5.75 -2.50 2.97
H 4.07 1.88 -0.75
H 7.02 -0.01 -0.72
H -0.89 -3.88 1.21
H -7.11 0.31 0.49
H -6.29 -0.18 2.79
H -4.20 -3.08 2.27
H -0.24 2.20 0.53
H -3.25 1.35 1.98
H -6.23 -3.60 0.79
H -0.82 2.32 -2.88
H -0.49 3.94 -2.20
H 5.12 -1.67 -0.83
H 1.52 -3.74 0.71
H -5.00 -2.56 0.00
H 3.34 -2.51 0.32
H 2.02 1.71 -4.06
H -5.53 -0.21 -0.18
H 4.34 2.30 -3.65
*
```

E_HOMO (eV): -7.5
Kohn-Sham gap (eV): 8.00
SMILES string: COCCCNC(=O)CCC(=O)Nc1ccc2nc(N3CCOCC3)cc(C)c2c1

Atom charges from the Löwdin analysis, given in e for atoms 1 to 6:
1 O 0.0563
2 O 0.0442
3 O -0.2072
4 O -0.1340
5 N -0.0769
6 N 0.1511

---

Pick arrangement Q: it beats the second-best structure by 9.0 kcal/mol.